Molecular formula: C49H48AsF5N4O10Ti
Method: DFT, the ωB97M-V functional and the def2-TZVPD basis

XYZ file:
```
118
Properties=species:S:1:pos:R:3:forces:R:3:mulliken_charge:R:1
Ti -1.411 0.006 0.292 -0.79 -0.67 -0.17 -1.592
O 0.528 -1.704 4.654 0.50 -0.17 0.20 -0.587
C -0.059 -1.013 3.674 -0.70 -0.05 0.04 0.294
O -1.238 -1.062 3.455 0.24 -0.10 0.09 -0.318
C 0.895 -0.134 2.930 0.30 0.05 -0.04 -0.223
C 2.105 0.237 3.501 -0.16 0.04 -0.09 -0.682
C 2.914 1.141 2.827 -0.06 -0.01 -0.01 -1.747
C 2.500 1.630 1.604 -0.26 -0.04 -0.12 -1.142
C 1.277 1.187 1.102 0.27 0.16 0.74 0.325
N 0.491 0.327 1.741 0.29 0.33 -0.05 1.397
C 0.694 1.685 -0.178 0.89 0.26 -0.81 -0.357
O 1.101 2.980 -0.447 -0.09 -0.14 0.25 -0.474
O -0.621 1.546 -0.244 1.06 1.45 -0.27 -0.213
H -0.133 -2.270 5.083 -0.09 0.16 -0.15 0.513
H 2.378 -0.151 4.470 -0.01 -0.03 0.02 0.590
H 3.847 1.472 3.260 0.04 -0.01 0.03 0.463
H 3.071 2.360 1.052 0.05 0.02 -0.04 0.640
H 0.426 3.348 -1.036 0.05 0.01 -0.02 0.612
C -5.993 0.058 1.405 -0.11 0.03 -0.08 -1.402
C -5.072 -1.105 1.432 0.05 0.06 -0.02 -0.081
N -3.798 -1.117 1.103 0.11 -0.36 -0.13 0.457
C -3.324 -2.355 1.434 -0.36 -0.18 0.24 -1.502
C -4.348 -3.131 1.938 0.43 0.18 -0.18 0.723
N -5.444 -2.314 1.917 0.22 -0.13 -0.04 -0.040
C -4.471 -4.522 2.433 -0.17 0.10 0.06 0.518
O -3.362 -5.218 2.551 0.20 -0.16 0.02 -0.622
O -5.565 -4.956 2.712 0.05 -0.01 0.01 -0.642
C -1.868 -2.609 1.393 -0.77 -1.30 0.82 1.286
O -1.401 -3.651 1.855 0.08 0.45 -0.34 -0.973
O -1.158 -1.678 0.874 0.60 -1.87 0.57 1.027
H -5.427 0.982 1.328 0.03 -0.01 0.00 0.157
H -6.582 0.076 2.321 -0.03 0.03 0.03 0.464
H -6.674 -0.003 0.557 -0.03 0.03 -0.01 0.368
H -6.365 -2.612 2.204 0.04 -0.01 0.05 0.267
H -2.543 -4.689 2.305 -0.26 0.05 0.00 0.381
F -1.895 0.921 -2.307 -0.39 0.10 0.10 -0.234
C -2.647 0.180 -1.398 0.09 0.03 -1.81 1.645
F -2.792 -1.055 -2.006 -0.16 0.06 0.23 -0.340
C -4.012 0.860 -1.468 -0.66 0.39 0.12 0.437
F -5.017 -0.010 -1.295 0.00 -0.13 0.00 -0.270
F -4.116 1.804 -0.526 0.03 0.03 -0.07 -0.203
F -4.241 1.468 -2.645 0.10 -0.17 -0.04 -0.312
C 6.825 -2.796 -1.862 -0.02 0.03 0.04 -1.608
C 5.540 -2.024 -1.842 -0.11 0.05 0.04 0.707
C 5.177 -1.192 -2.885 -0.05 -0.01 0.09 -0.994
C 3.977 -0.488 -2.909 -0.13 0.17 -0.05 1.090
C 3.702 0.250 -4.192 -0.06 -0.06 0.00 -1.613
C 3.114 -0.566 -1.799 -0.44 0.30 0.31 0.073
As 1.270 0.347 -1.682 1.15 0.24 -1.41 1.588
N 0.044 -0.862 -1.312 -0.40 0.59 0.27 0.658
C 0.145 -2.115 -1.928 0.21 -0.43 -0.29 0.955
C 1.019 -2.346 -3.007 -0.19 0.31 0.13 0.240
C 1.158 -3.584 -3.599 0.08 -0.04 -0.03 -1.364
C 0.415 -4.659 -3.148 -0.02 -0.11 -0.02 -0.910
C -0.502 -4.446 -2.132 0.02 -0.08 -0.04 -0.825
C -0.650 -3.204 -1.545 -0.04 0.20 0.12 -0.980
C 1.046 1.500 -3.330 -0.09 -0.18 0.37 0.512
C 0.137 1.203 -4.358 -0.02 -0.10 0.11 0.962
C -0.668 -0.058 -4.479 0.02 -0.11 0.08 -1.465
C 0.007 2.092 -5.422 0.13 0.09 0.06 -1.237
C 0.755 3.250 -5.523 0.01 -0.10 0.06 0.835
C 0.632 4.155 -6.711 0.02 0.00 0.03 -1.630
C 1.672 3.513 -4.515 -0.07 -0.08 0.05 -1.387
C 1.840 2.660 -3.433 0.09 -0.05 0.08 1.275
C 2.973 2.992 -2.493 -0.08 -0.06 0.04 -1.533
C 3.459 -1.426 -0.745 -0.14 0.01 0.16 0.470
C 2.606 -1.661 0.470 -0.08 0.00 -0.01 -0.754
C 4.652 -2.140 -0.787 0.03 0.11 -0.14 -0.912
H 7.326 -2.702 -2.822 0.04 -0.01 -0.03 0.361
H 6.635 -3.851 -1.668 0.04 -0.06 0.00 0.374
H 7.498 -2.433 -1.085 0.07 -0.01 0.02 0.320
H 5.836 -1.099 -3.739 0.01 -0.04 -0.09 0.373
H 4.267 -0.210 -5.001 0.03 -0.02 0.00 0.545
H 4.015 1.289 -4.123 -0.08 0.05 -0.07 0.281
H 2.649 0.225 -4.458 0.08 0.04 -0.12 0.221
H 1.561 -1.501 -3.416 0.03 -0.24 -0.11 0.802
H 1.847 -3.701 -4.424 0.05 0.00 -0.06 0.487
H 0.526 -5.636 -3.597 0.00 -0.05 -0.02 0.408
H -1.121 -5.263 -1.787 -0.06 -0.02 0.03 0.473
H -1.409 -3.078 -0.795 0.06 -0.06 -0.13 0.360
H -0.699 -0.627 -3.563 -0.10 -0.02 -0.08 -0.603
H -0.247 -0.691 -5.263 0.06 -0.01 -0.03 0.485
H -1.691 0.184 -4.761 -0.04 -0.02 0.00 0.616
H -0.696 1.845 -6.207 -0.07 -0.03 -0.06 0.391
H -0.185 3.839 -7.355 -0.04 0.05 -0.04 0.381
H 1.554 4.133 -7.294 0.01 0.04 -0.05 0.321
H 0.460 5.185 -6.401 -0.02 0.06 -0.03 0.370
H 2.298 4.394 -4.582 0.07 0.06 0.01 0.485
H 3.887 3.160 -3.064 0.04 -0.07 0.00 0.620
H 3.152 2.185 -1.779 0.17 0.19 0.01 -0.211
H 2.765 3.906 -1.942 0.05 -0.05 0.07 0.579
H 1.553 -1.448 0.297 0.11 -0.10 0.08 -0.760
H 2.973 -1.050 1.296 -0.05 -0.04 0.03 0.253
H 2.681 -2.704 0.775 -0.01 -0.03 0.01 0.760
H 4.880 -2.815 0.027 -0.02 -0.04 0.08 0.526
C 0.120 1.600 7.415 -0.03 -0.03 -0.05 -1.644
C -0.608 1.743 6.108 0.02 0.07 0.02 0.626
C -0.116 2.552 5.095 -0.05 -0.07 0.02 -0.619
C -0.772 2.667 3.874 -0.11 0.03 -0.11 0.599
C -0.288 3.647 2.842 -0.04 -0.06 0.03 -1.353
C -1.927 1.925 3.659 0.05 -0.16 -0.10 1.520
C -2.476 1.151 4.685 -0.01 0.08 0.01 0.788
C -3.770 0.429 4.462 0.08 0.01 -0.02 -1.467
C -1.810 1.074 5.898 0.01 0.05 -0.11 -1.093
C -2.612 1.928 2.306 -0.44 1.04 0.96 -0.315
O -3.443 2.762 2.020 0.25 -0.29 -0.06 -0.666
O -2.273 0.937 1.529 -0.59 0.63 0.75 0.144
H 0.949 2.302 7.483 0.04 0.02 0.03 0.381
H 0.516 0.589 7.522 0.04 -0.01 0.05 0.292
H -0.555 1.779 8.251 0.01 0.01 0.07 0.397
H 0.798 3.112 5.254 0.06 0.06 0.03 0.347
H 0.782 3.824 2.935 0.06 0.01 -0.04 0.364
H -0.805 4.596 2.990 0.01 0.06 -0.08 0.433
H -0.510 3.310 1.831 0.04 0.05 -0.08 0.020
H -4.544 1.143 4.180 -0.11 -0.02 0.00 0.381
H -4.079 -0.099 5.361 -0.06 -0.05 0.00 0.385
H -3.653 -0.286 3.648 -0.05 -0.09 -0.01 0.062
H -2.232 0.475 6.696 -0.03 -0.05 0.04 0.435
```
Positions in Å, forces in eV/Å.

As for the HOMO energy: -7.6 eV. The total charge is 0. Its energy is -6452.24537 Eh.


Molecular formula: C31H26FN2O17S
Method: DFT, the ωB97M-V functional and the def2-TZVPD basis

XYZ file:
```
78
Properties=species:S:1:pos:R:3:forces:R:3:mulliken_charge:R:1
C -3.297 3.820 -0.229 0.19 -0.97 0.09 -1.035
C -4.524 3.618 -1.235 -0.27 1.59 1.32 0.612
F -3.960 3.773 -2.598 -0.09 -0.37 0.98 -0.361
C -5.721 4.647 -1.057 -0.59 -3.46 0.08 -0.105
C -7.046 3.814 -0.601 0.00 0.70 -0.17 -0.172
C -8.254 3.946 -1.679 0.22 -0.31 1.04 -0.416
C -9.689 3.744 -1.003 -1.86 -2.38 -1.69 0.418
N -10.138 4.520 0.179 0.28 -0.53 -0.66 -0.576
O -10.510 2.906 -1.485 2.60 2.68 1.24 -0.617
N -5.488 5.619 0.071 -1.43 5.13 -2.30 -0.426
C -5.907 6.750 -0.389 1.61 -2.07 2.64 0.098
S -6.249 8.384 -0.538 0.44 -3.00 -0.14 -0.347
H -3.585 4.094 0.838 -0.07 -0.07 -1.53 0.382
H -2.528 4.568 -0.621 -1.31 -0.80 0.58 0.153
H -2.756 2.810 -0.168 -1.14 1.79 0.22 0.259
H -4.839 2.518 -1.170 0.19 1.55 -0.41 0.072
H -7.436 4.228 0.397 0.58 -0.44 -1.28 0.382
H -6.816 2.703 -0.409 -0.39 1.53 -0.51 -0.281
H -8.096 3.119 -2.461 -0.61 1.45 1.02 0.201
H -8.166 4.988 -2.150 -0.26 -1.52 0.72 0.353
H -11.156 4.695 0.061 0.95 -0.49 0.00 0.319
H -10.047 3.890 0.996 0.11 0.57 -0.58 0.276
C 0.958 2.023 -0.869 -0.09 0.03 0.00 -0.885
C 2.249 2.153 -1.174 0.11 -0.72 0.74 0.168
C 2.708 3.096 -2.234 -0.09 0.61 -0.65 0.986
O 3.901 3.200 -2.471 -0.03 -0.32 0.33 -0.652
C 1.691 3.863 -2.958 0.58 -0.21 0.16 -0.882
C 0.396 3.731 -2.656 -0.75 1.11 -1.10 0.360
C -0.059 2.809 -1.578 -0.27 -0.42 0.48 0.771
O -1.245 2.731 -1.321 1.37 -0.42 -1.02 -0.478
O -0.560 4.433 -3.320 0.63 -1.10 1.16 -0.582
O 3.208 1.428 -0.527 -0.25 0.79 -0.85 -0.483
H 0.612 1.344 -0.101 -0.01 0.03 -0.01 0.498
H 2.035 4.530 -3.736 -0.02 -0.02 0.03 0.426
H -1.414 4.164 -2.918 -0.19 0.15 -0.18 0.307
H 4.056 1.704 -0.927 -0.09 -0.04 0.04 0.314
C 5.543 -3.439 0.153 -0.16 0.15 -0.16 -0.944
C 6.132 -3.820 1.288 0.57 -0.87 -0.59 0.272
C 5.861 -3.122 2.577 -0.29 0.57 0.62 1.003
O 6.404 -3.511 3.597 0.11 -0.23 -0.38 -0.622
C 4.944 -1.979 2.561 0.35 -0.36 0.19 -0.833
C 4.356 -1.594 1.425 -0.87 1.20 0.60 0.329
C 4.606 -2.310 0.141 0.14 -0.36 -0.64 0.977
O 4.039 -1.944 -0.873 0.03 0.11 0.39 -0.589
O 3.505 -0.536 1.395 0.82 -1.42 -0.48 -0.506
O 7.006 -4.864 1.315 -0.56 0.88 0.59 -0.569
H 5.729 -3.938 -0.788 0.00 0.01 0.03 0.447
H 4.770 -1.471 3.500 -0.01 -0.02 -0.04 0.435
H 3.214 -0.460 0.464 -0.02 0.34 0.11 0.254
H 7.291 -4.940 2.247 -0.07 -0.03 -0.08 0.354
C -6.633 -1.629 2.617 -0.17 -0.46 -0.05 -0.871
C -6.771 -0.343 2.283 1.11 0.56 0.80 0.333
C -7.825 0.102 1.328 -0.57 0.16 -0.56 0.827
O -7.934 1.284 1.062 0.15 -0.27 0.46 -0.507
C -8.695 -0.921 0.737 0.06 0.24 0.02 -0.928
C -8.554 -2.206 1.069 -0.88 -0.30 -0.73 0.387
C -7.518 -2.648 2.045 0.60 0.00 0.48 0.892
O -7.431 -3.830 2.338 -0.28 0.09 -0.26 -0.635
O -9.352 -3.169 0.527 0.88 0.30 0.74 -0.577
O -5.957 0.613 2.803 -1.09 -0.49 -0.78 -0.592
H -5.874 -1.965 3.311 -0.03 0.02 -0.02 0.417
H -9.445 -0.587 0.032 0.03 0.02 0.01 0.491
H -9.052 -4.008 0.927 -0.06 0.11 -0.06 0.337
H -6.259 1.456 2.408 0.13 -0.02 0.04 0.351
C 10.276 -5.091 0.415 0.16 -0.02 0.39 -0.805
C 10.476 -5.229 -0.898 -1.20 0.47 -0.36 0.225
C 11.755 -5.775 -1.436 0.68 -0.27 -0.16 0.862
O 11.895 -5.905 -2.639 -0.33 0.15 0.19 -0.614
C 12.806 -6.134 -0.478 -0.13 0.03 -0.34 -0.963
C 12.607 -5.992 0.834 1.22 -0.45 0.34 0.396
C 11.318 -5.472 1.373 -0.73 0.31 0.11 1.016
O 11.166 -5.374 2.578 0.36 -0.15 -0.18 -0.618
O 13.574 -6.318 1.734 -1.18 0.43 -0.32 -0.563
O 9.519 -4.878 -1.799 1.19 -0.47 0.33 -0.535
H 9.353 -4.699 0.818 0.02 -0.03 -0.08 0.502
H 13.736 -6.512 -0.882 -0.03 0.01 0.02 0.406
H 13.187 -6.127 2.611 0.08 -0.04 -0.09 0.352
H 9.904 -5.074 -2.675 -0.10 0.04 0.08 0.347
```
Positions in Å, forces in eV/Å.

As for the HOMO energy: -2.9 eV. The total charge is -1. Its energy is -3083.40596 Eh.


Molecular formula: C2H3F2N
Method: DFT, the ωB97M-V functional and the def2-TZVPD basis

XYZ file:
```
8
Properties=species:S:1:pos:R:3:forces:R:3:mulliken_charge:R:1
C -0.471 -0.149 -0.389 -2.34 -0.95 -0.75 -0.096
C 0.900 -0.017 0.237 1.28 -2.12 1.72 0.334
N -1.354 0.447 0.261 -0.30 1.45 1.72 -0.507
F 1.422 1.172 -0.038 0.21 0.78 -0.23 -0.212
F 1.813 -0.974 -0.203 -0.68 0.38 -0.43 -0.274
H -0.899 -0.751 -1.249 1.97 0.28 0.41 0.373
H 0.928 -0.206 1.381 -0.72 0.71 -1.82 0.129
H -2.341 0.476 -0.001 0.56 -0.53 -0.60 0.253
```
Positions in Å, forces in eV/Å.

As for the HOMO energy: -10.3 eV. The total charge is 0. The SMILES is [H]/N=C/C(F)F. Its energy is -332.45065 Eh.


Molecular formula: C2H4N2S2
Method: DFT, the ωB97M-V functional and the def2-TZVPD basis

XYZ file:
```
10
Properties=species:S:1:pos:R:3:forces:R:3:mulliken_charge:R:1
C -0.159 1.358 0.011 -0.28 1.19 0.66 -0.050
C 0.295 -1.903 -0.492 0.15 1.63 -0.65 -0.159
H -2.001 0.828 0.359 1.76 2.19 -1.87 0.247
H 0.487 2.109 -0.321 1.39 1.01 -0.91 0.357
H 1.497 0.743 1.126 -1.95 -0.55 -0.91 0.293
H -0.185 -2.865 -0.515 -0.02 -0.55 0.38 0.317
N -1.369 1.600 -0.213 -2.74 -3.26 1.79 -0.526
N 0.500 0.487 0.853 2.22 -0.38 0.80 -0.278
S 0.067 -1.091 1.072 -0.35 -0.99 -0.27 0.005
S 0.869 -1.265 -1.880 -0.17 -0.29 0.97 -0.205
```
Positions in Å, forces in eV/Å.

As for the HOMO energy: -9.0 eV. The total charge is 0. The SMILES is [H]/N=C\NSC=S. Its energy is -984.43173 Eh.


Molecular formula: CH2ClNO2
Method: DFT, the ωB97M-V functional and the def2-TZVPD basis

XYZ file:
```
7
Properties=species:S:1:pos:R:3:forces:R:3:mulliken_charge:R:1
C 0.992 -0.303 0.149 -2.82 3.26 -0.53 -0.208
N -0.985 0.525 -0.073 2.23 -4.03 0.79 0.616
O -1.145 1.670 -0.299 -0.72 0.92 -0.11 -0.477
O -1.737 -0.431 0.038 -0.14 2.03 -0.34 -0.467
Cl 0.628 -1.888 -0.212 0.34 -0.55 0.76 -0.034
H 1.194 0.245 -0.804 0.69 -0.19 1.46 0.266
H 1.054 0.183 1.201 0.42 -1.45 -2.03 0.304
```
Positions in Å, forces in eV/Å.

As for the HOMO energy (alpha / beta): -9.3 / -9.3 eV. The total charge is 0. Its energy is -704.55156 Eh.